This record from the OMol25 dataset describes a cluster of 2 separate species, H8N2Si2 in total in a non-equilibrium geometry. The level of theory is wB97M-V/def2-TZVPD.

The value obtained for the LUMO energy is -0.75 eV. As for the energy above the lowest of the compared OMol25 structures with the same formula, charge and spin: 80.02 kcal/mol. The largest force on an atom is 0.0565 Eh/bohr.

CARTESIAN COORDINATES (ANGSTROEM)
N (0.788, 0.900, -1.223)
N (-0.359, -2.493, 0.610)
Si (0.403, 1.870, 0.224)
Si (-1.182, -1.019, 0.696)
H (0.328, 0.053, -1.429)
H (1.758, 0.960, -1.389)
H (0.430, -2.761, -0.012)
H (-0.884, -3.263, 0.843)
H (1.270, 2.946, -0.069)
H (-1.045, 2.352, 0.305)
H (0.862, 1.620, 1.623)
H (-2.369, -1.168, -0.180)

Cartesian forces (eV/Å) of the 2 atoms listed first:
N -1.321 1.604 2.006
N 2.371 0.458 -1.298

Mulliken atomic charge list, values in e, 6 entries: -0.499, -0.409, 0.471, 0.023, 0.188, 0.230